Record 1
Computed, not measured: 2 unconnected molecules or ions with the total composition C7H21IN2O3P, with ωB97M-V/def2-TZVPD.

CARTESIAN COORDINATES (ANGSTROEM)
H (-0.30, -2.08, -1.10)
H (0.42, 3.12, 3.25)
H (-2.55, 2.75, -0.60)
H (3.22, -1.78, -0.13)
C (0.57, 2.69, 0.01)
C (2.20, -1.50, -0.40)
H (2.02, 0.37, 0.69)
C (0.00, -2.78, -0.30)
H (2.05, -1.81, -1.43)
H (-0.45, 2.03, -2.94)
C (2.15, 0.02, -0.34)
P (-1.18, 1.54, -1.84)
N (-0.50, 0.53, 0.57)
H (3.10, 0.43, -0.72)
H (-4.15, -3.21, -1.07)
I (2.02, -3.77, 1.69)
H (-3.82, -3.31, 0.52)
H (0.24, 3.47, -0.68)
O (0.05, 3.03, 1.27)
H (0.79, -1.51, 1.24)
C (1.17, -2.20, 0.48)
C (0.91, 2.72, 2.36)
N (-2.50, 2.25, -1.48)
H (-0.98, -0.26, 0.17)
H (1.06, 1.65, 2.47)
H (-1.17, 1.12, 1.06)
O (1.11, 0.56, -1.16)
O (-3.60, -2.89, -0.33)
C (0.09, 1.30, -0.53)
H (-3.59, -1.91, -0.27)
H (-1.33, 0.19, -2.25)
H (0.26, -3.72, -0.79)
H (-0.85, -2.97, 0.36)
H (1.67, 2.70, 0.00)
H (1.88, 3.21, 2.24)

Summary:
Charge: +1
Maximum force in eV/Å: 0.500
Total energy in Eh: -1253.1887
Molar mass in g mol⁻¹: 339.13

Results of the natural (NBO) charge analysis, in e, for atoms 1 through 5:
1. H 0.204
2. H 0.206
3. H 0.393
4. H 0.241
5. C -0.106

Record 2
Computed, not measured: a single C2H4N2S2 molecule, with ωB97M-V/def2-TZVPD.

CARTESIAN COORDINATES (ANGSTROEM)
C (0.24, -0.66, -0.17)
N (-1.46, 1.05, -0.06)
S (-0.10, 1.95, -0.01)
N (-1.26, -0.24, 0.01)
H (0.30, -1.53, 0.51)
H (0.28, -0.80, -1.18)
H (1.36, 0.53, 1.18)
C (1.09, 0.52, 0.19)
H (1.97, 0.52, -0.54)
S (-2.41, -1.36, 0.07)

Summary:
Maximum force in eV/Å: 4.032
Total energy in Eh: -984.4003
Molar mass in g mol⁻¹: 120.20

Results of the natural (NBO) charge analysis, in e, for atoms 1 through 5:
1. C -0.250
2. N -0.344
3. S 0.457
4. N -0.219
5. H 0.250

Record 3
Computed, not measured: a molecular structure, C10H16As3S4Se3TcTe, with ωB97M-V/def2-TZVPD.

CARTESIAN COORDINATES (ANGSTROEM)
Se (5.04, -0.42, -0.37)
H (-2.34, 2.99, -0.74)
C (0.21, -3.24, 0.08)
As (-0.23, 1.63, -0.30)
S (1.41, 1.68, -3.34)
C (-0.89, -0.69, 1.30)
C (-2.74, -0.91, 2.84)
H (2.17, -0.66, 2.34)
C (-3.13, 0.39, 2.55)
C (-2.40, 1.14, 1.64)
C (-1.61, 2.47, -1.36)
C (1.88, -1.64, 1.97)
H (1.07, -3.73, -0.38)
H (-1.13, 3.17, -2.04)
H (-1.31, -2.46, 2.45)
H (2.78, -2.15, 1.64)
Se (2.59, -1.60, -2.65)
H (-3.30, -1.51, 3.54)
As (0.34, 0.14, -4.35)
C (-1.62, -1.45, 2.22)
H (1.38, -2.21, 2.75)
C (0.32, 3.14, 0.81)
H (-2.72, 2.16, 1.42)
Se (3.22, 1.11, -0.16)
H (0.89, 3.82, 0.19)
S (-0.65, -0.82, -2.67)
H (-0.61, -3.24, -0.63)
H (-0.07, -3.77, 0.98)
H (-0.55, 3.65, 1.23)
S (-0.69, 0.55, -6.10)
H (-4.00, 0.81, 3.03)
S (1.97, -1.43, -4.78)
Te (5.07, -0.75, -2.82)
H (-2.10, 1.70, -1.96)
H (0.96, 2.78, 1.61)
As (0.72, -1.40, 0.43)
C (-1.28, 0.61, 1.01)
Tc (1.35, 0.14, -1.40)

Summary:
2S+1: 2
Charge: -1
Maximum force in eV/Å: 0.470
Total energy in Eh: -16244.0895
Molar mass in g mol⁻¹: 951.75

Results of the natural (NBO) charge analysis, in e, for atoms 1 through 5:
1. Se -0.243
2. H 0.206
3. C -0.960
4. As 1.298
5. S -0.479

Record 4
Computed, not measured: a gas-phase ion, C6H13N5 (charge +2), with ωB97M-V/def2-TZVPD.

CARTESIAN COORDINATES (ANGSTROEM)
N (-1.87, -1.58, -0.06)
H (2.71, 0.33, 1.31)
N (-2.21, 0.81, 0.08)
N (-0.50, 2.25, -0.54)
C (2.27, 0.86, 0.41)
H (-2.82, -0.65, 1.44)
H (0.17, 0.15, 1.43)
H (1.97, -1.73, 0.77)
H (2.42, -1.85, -0.94)
H (0.25, -3.08, -0.86)
C (0.02, -0.04, 0.36)
H (-2.94, 1.61, -0.04)
C (-2.77, -0.59, 0.30)
N (0.39, -2.16, -0.38)
C (-0.63, -1.44, 0.07)
H (-3.72, -0.75, -0.23)
H (0.46, 2.42, -0.77)
H (-1.07, 3.12, -0.70)
H (2.94, 1.20, -0.46)
H (1.63, 1.67, 0.83)
N (1.32, -0.09, -0.30)
H (1.28, 0.03, -1.32)
C (1.66, -1.57, -0.25)
C (-0.96, 1.09, -0.15)

Summary:
Charge: +2
Maximum force in eV/Å: 4.369
SMILES string: C[N@H+]1CNC2=NCNC(=[NH2+])[C@@H]21
Total energy in Eh: -509.5473
Molar mass in g mol⁻¹: 155.20

Results of the natural (NBO) charge analysis, in e, for atoms 1 through 5:
1. N -0.416
2. H 0.277
3. N -0.509
4. N -0.736
5. C -0.434

Record 5
Computed, not measured: 2 unconnected molecules or ions with the total composition C4H10O2S, with ωB97M-V/def2-TZVPD.

CARTESIAN COORDINATES (ANGSTROEM)
H (-0.04, -1.84, 2.46)
O (-1.63, -0.37, -1.85)
H (3.29, 0.30, 0.37)
C (0.32, -0.04, 1.05)
S (0.27, -1.84, 1.12)
C (-1.05, 0.64, 0.73)
H (-1.34, 2.52, -0.43)
O (3.43, 0.91, -0.37)
H (1.06, 0.28, 0.31)
H (0.15, 1.78, -0.76)
H (0.56, 0.32, 2.07)
C (-0.90, 1.53, -0.58)
H (2.50, 1.17, -0.35)
H (-1.49, 1.20, 1.55)
C (-1.60, 0.83, -1.71)
H (-2.02, 1.46, -2.51)
H (-1.71, -0.19, 0.47)

Summary:
Maximum force in eV/Å: 2.234
SMILES string: O=CCCCS.O
Total energy in Eh: -707.0240
Molar mass in g mol⁻¹: 122.19

Results of the natural (NBO) charge analysis, in e, for atoms 1 through 5:
1. H 0.124
2. O -0.510
3. H 0.462
4. C -0.532
5. S -0.010

Record 6
Computed, not measured: a molecular structure, C46H46BN8O13PS, with ωB97M-V/def2-TZVPD.

CARTESIAN COORDINATES (ANGSTROEM)
C (4.69, 3.25, -0.36)
O (-3.71, 5.20, -4.22)
C (-2.54, 4.57, -1.85)
C (0.31, 0.64, -1.85)
C (-1.02, -1.16, -2.68)
H (-0.70, -2.37, 1.42)
C (3.75, 3.59, 1.82)
C (0.89, 8.59, -5.70)
H (0.61, 6.67, -2.36)
C (0.25, 0.65, 4.33)
C (1.45, -4.45, 3.96)
C (1.64, -3.62, 2.66)
H (-2.35, -4.52, 4.55)
C (0.61, -0.09, -4.11)
O (0.52, 4.50, -3.44)
H (-3.75, -8.89, -6.23)
H (1.91, -5.44, 3.76)
H (3.19, 4.21, 2.51)
C (4.25, 2.37, 2.24)
O (-1.32, -2.78, 4.25)
O (0.70, 4.49, -5.58)
C (-2.58, -3.45, 4.39)
C (-3.93, 2.84, -0.17)
O (6.18, 1.65, -1.97)
H (-4.22, -7.39, -2.26)
C (-1.08, -4.33, 0.36)
N (-4.37, 4.47, -3.50)
C (-1.78, 0.63, 2.06)
C (-3.79, 4.08, -2.21)
H (0.71, 9.13, -2.36)
C (-3.44, -8.21, -5.45)
C (-0.39, -5.58, 0.38)
C (0.12, -0.75, 4.83)
C (-4.50, 3.23, -1.37)
H (1.56, 2.35, 4.17)
H (2.19, -4.68, 5.95)
N (3.74, 1.26, 5.24)
H (-2.02, -4.17, -0.21)
H (-2.88, 0.61, 2.15)
H (0.96, 9.13, -6.64)
C (1.17, -1.41, 5.44)
H (1.10, -0.01, -5.06)
B (-1.30, -1.48, 4.67)
H (-1.90, -7.30, -6.63)
C (-2.03, -6.43, -4.67)
C (0.83, 7.20, -5.71)
H (-2.23, 3.01, 1.13)
H (-2.66, -0.95, 5.92)
N (3.60, -1.15, 6.09)
C (0.75, 8.59, -3.30)
H (0.11, -3.23, 6.15)
H (4.08, 2.03, 3.26)
C (5.20, 2.03, 0.07)
H (-0.63, -6.52, -0.12)
S (4.66, 0.08, 5.93)
H (-1.41, -0.40, 1.97)
C (3.96, 4.03, 0.52)
H (2.62, -3.79, 2.18)
O (-2.43, -0.72, 5.00)
H (1.57, -2.76, 7.03)
C (-0.67, -0.31, -1.65)
O (-2.89, -5.59, -1.33)
N (0.67, 1.55, -0.76)
H (-1.56, 1.20, 1.13)
C (-1.99, 4.18, -0.64)
C (-0.38, -1.05, -3.91)
H (-0.66, -1.71, -4.73)
C (2.55, 0.64, 5.10)
N (0.65, 5.06, -4.51)
O (6.40, 0.14, -0.45)
H (5.37, 0.63, 1.69)
C (0.69, 7.20, -3.30)
H (-1.79, -1.90, -2.54)
C (0.70, -5.37, 1.25)
H (-1.22, -5.73, -4.85)
C (-3.71, -7.37, -3.21)
C (-2.69, -6.47, -3.45)
H (-3.17, -3.42, 3.46)
C (0.96, 0.76, -3.07)
C (1.12, -2.83, 6.01)
H (0.87, 6.67, -6.65)
C (2.06, -3.84, 5.25)
N (5.98, 1.21, -0.86)
H (4.86, 3.59, -1.37)
N (0.62, -4.09, 1.68)
H (3.57, 4.98, 0.20)
C (-0.44, -3.39, 1.18)
C (4.98, 1.58, 1.36)
H (3.06, -3.41, 5.06)
H (-3.16, -3.13, 5.26)
H (1.73, 1.50, -3.23)
O (-0.44, 2.96, 2.81)
C (-4.09, -8.24, -4.22)
H (0.88, 10.36, -4.50)
H (0.25, 2.71, 2.16)
O (-1.42, -4.73, -2.65)
H (1.49, -6.07, 1.54)
H (-1.17, -0.40, -0.69)
N (-2.30, -5.52, -2.40)
C (-2.68, 3.32, 0.20)
O (0.08, 1.41, 0.31)
C (1.44, 1.32, 4.49)
C (0.73, 6.52, -4.51)
C (2.44, -0.72, 5.57)
C (0.84, 9.28, -4.50)
H (-2.00, 5.23, -2.50)
H (-4.47, 2.17, 0.49)
H (-5.47, 2.86, -1.65)
H (0.36, -4.61, 4.07)
H (-1.01, 4.55, -0.36)
O (-5.48, 4.05, -3.77)
P (-1.10, 1.59, 3.51)
O (1.50, 2.40, -0.98)
C (-2.41, -7.31, -5.67)
H (-4.90, -8.94, -4.05)
H (1.51, -2.53, 2.80)

Summary:
Maximum force in eV/Å: 2.843
Total energy in Eh: -3960.6589
Molar mass in g mol⁻¹: 992.77

Results of the Mulliken charge analysis, in e, for atoms 1 through 5:
1. C -0.446
2. O -0.610
3. C -0.376
4. C 0.151
5. C -0.603

Please write out number 3 again, unchanged.
Computed, not measured: a molecular structure, C10H16As3S4Se3TcTe, with ωB97M-V/def2-TZVPD.

CARTESIAN COORDINATES (ANGSTROEM)
Se (5.04, -0.42, -0.37)
H (-2.34, 2.99, -0.74)
C (0.21, -3.24, 0.08)
As (-0.23, 1.63, -0.30)
S (1.41, 1.68, -3.34)
C (-0.89, -0.69, 1.30)
C (-2.74, -0.91, 2.84)
H (2.17, -0.66, 2.34)
C (-3.13, 0.39, 2.55)
C (-2.40, 1.14, 1.64)
C (-1.61, 2.47, -1.36)
C (1.88, -1.64, 1.97)
H (1.07, -3.73, -0.38)
H (-1.13, 3.17, -2.04)
H (-1.31, -2.46, 2.45)
H (2.78, -2.15, 1.64)
Se (2.59, -1.60, -2.65)
H (-3.30, -1.51, 3.54)
As (0.34, 0.14, -4.35)
C (-1.62, -1.45, 2.22)
H (1.38, -2.21, 2.75)
C (0.32, 3.14, 0.81)
H (-2.72, 2.16, 1.42)
Se (3.22, 1.11, -0.16)
H (0.89, 3.82, 0.19)
S (-0.65, -0.82, -2.67)
H (-0.61, -3.24, -0.63)
H (-0.07, -3.77, 0.98)
H (-0.55, 3.65, 1.23)
S (-0.69, 0.55, -6.10)
H (-4.00, 0.81, 3.03)
S (1.97, -1.43, -4.78)
Te (5.07, -0.75, -2.82)
H (-2.10, 1.70, -1.96)
H (0.96, 2.78, 1.61)
As (0.72, -1.40, 0.43)
C (-1.28, 0.61, 1.01)
Tc (1.35, 0.14, -1.40)

Summary:
2S+1: 2
Charge: -1
Maximum force in eV/Å: 0.470
Total energy in Eh: -16244.0895
Molar mass in g mol⁻¹: 951.75

Results of the natural (NBO) charge analysis, in e, for atoms 1 through 5:
1. Se -0.243
2. H 0.206
3. C -0.960
4. As 1.298
5. S -0.479

What did the third record say?
Computed, not measured: a molecular structure, C10H16As3S4Se3TcTe, with ωB97M-V/def2-TZVPD.

CARTESIAN COORDINATES (ANGSTROEM)
Se (5.04, -0.42, -0.37)
H (-2.34, 2.99, -0.74)
C (0.21, -3.24, 0.08)
As (-0.23, 1.63, -0.30)
S (1.41, 1.68, -3.34)
C (-0.89, -0.69, 1.30)
C (-2.74, -0.91, 2.84)
H (2.17, -0.66, 2.34)
C (-3.13, 0.39, 2.55)
C (-2.40, 1.14, 1.64)
C (-1.61, 2.47, -1.36)
C (1.88, -1.64, 1.97)
H (1.07, -3.73, -0.38)
H (-1.13, 3.17, -2.04)
H (-1.31, -2.46, 2.45)
H (2.78, -2.15, 1.64)
Se (2.59, -1.60, -2.65)
H (-3.30, -1.51, 3.54)
As (0.34, 0.14, -4.35)
C (-1.62, -1.45, 2.22)
H (1.38, -2.21, 2.75)
C (0.32, 3.14, 0.81)
H (-2.72, 2.16, 1.42)
Se (3.22, 1.11, -0.16)
H (0.89, 3.82, 0.19)
S (-0.65, -0.82, -2.67)
H (-0.61, -3.24, -0.63)
H (-0.07, -3.77, 0.98)
H (-0.55, 3.65, 1.23)
S (-0.69, 0.55, -6.10)
H (-4.00, 0.81, 3.03)
S (1.97, -1.43, -4.78)
Te (5.07, -0.75, -2.82)
H (-2.10, 1.70, -1.96)
H (0.96, 2.78, 1.61)
As (0.72, -1.40, 0.43)
C (-1.28, 0.61, 1.01)
Tc (1.35, 0.14, -1.40)

Summary:
2S+1: 2
Charge: -1
Maximum force in eV/Å: 0.470
Total energy in Eh: -16244.0895
Molar mass in g mol⁻¹: 951.75

Results of the natural (NBO) charge analysis, in e, for atoms 1 through 5:
1. Se -0.243
2. H 0.206
3. C -0.960
4. As 1.298
5. S -0.479